Record 1
# C5H7N3

C5H7N3 in the gas phase (wB97M-V/def2-TZVPD, the Open Molecules 2025 dataset).

```
15
C5H7N3, DFT wB97M-V/def2-TZVPD
C -0.56 1.41 0.11
C -0.69 0.01 0.02
C 0.46 -0.83 -0.04
C -2.05 -0.56 0.08
C -3.24 -0.93 0.01
H 0.44 3.20 -0.01
H 1.45 1.71 -0.22
H -1.40 2.05 0.37
H 0.20 -1.94 -0.44
H 3.45 -1.09 0.68
H 2.33 -2.21 -0.35
H -4.22 -1.36 -0.36
N 0.62 2.15 -0.20
N 1.59 -0.28 0.18
N 2.69 -1.16 -0.09
```

Kohn-Sham gap in hartree: 0.3029
Structure (SMILES): C#CC(=C/N)/C=N/N
Calculated total energy in Ha: -358.822790

natural (NBO) atomic charge list, values in e, 8 entries: number 1, C, carries 0.14; number 2, C, carries -0.30; number 3, C, carries 0.06; number 4, C, carries -0.01; number 5, C, carries -0.29; number 6, H, carries 0.40; number 7, H, carries 0.42; number 8, H, carries 0.20

=====

Record 2
# C2H5BrSi

2 unconnected molecules or ions with the total composition C2H5BrSi (wB97M-V/def2-TZVPD, the Open Molecules 2025 dataset).

```
9
C2H5BrSi, DFT wB97M-V/def2-TZVPD
C 0.41 -0.90 -0.76
C 0.76 -2.05 -0.81
Si 0.01 0.92 -0.86
Br -1.56 0.54 2.77
H -0.68 -0.46 2.94
H 1.30 -2.93 -0.67
H -1.16 1.40 -1.79
H 1.23 1.61 -1.21
H -0.31 1.87 0.40
```

Kohn-Sham gap in hartree: 0.4097
Structure (SMILES): C#C[SiH3].Br
Calculated total energy in Ha: -2942.595318

natural (NBO) atomic charge list, values in e, 8 entries: number 1, C, carries -0.46; number 2, C, carries -0.17; number 3, Si, carries 0.80; number 4, Br, carries -0.18; number 5, H, carries 0.18; number 6, H, carries 0.23; number 7, H, carries -0.12; number 8, H, carries -0.16

=====

Record 3
# C6H12N2

C6H12N2 in the gas phase (wB97M-V/def2-TZVPD, the Open Molecules 2025 dataset).

```
20
C6H12N2, DFT wB97M-V/def2-TZVPD
C -0.52 0.83 1.09
C -1.16 -0.70 -1.70
C -0.46 2.23 0.60
N -0.95 -0.79 -0.26
C 0.32 -0.24 0.58
C 1.96 -0.73 -0.97
C 0.70 -0.90 1.80
N 1.41 0.16 -0.27
H -1.31 -1.63 0.19
H -1.25 0.59 1.85
H -0.52 -1.39 -2.26
H -2.20 -0.91 -1.95
H -0.92 0.31 -2.03
H -0.06 2.30 -0.41
H 0.23 2.80 1.24
H -1.43 2.72 0.63
H 2.84 -0.46 -1.56
H 1.61 -1.76 -1.04
H 0.01 -1.09 2.60
H 1.69 -1.34 1.87
```

Kohn-Sham gap (alpha / beta) in hartree: 0.3111 / 0.2523
Calculated total energy in Ha: -345.130914

natural (NBO) atomic charge list, values in e, 8 entries: number 1, C, carries 0.08; number 2, C, carries -0.42; number 3, C, carries -0.70; number 4, N, carries -0.67; number 5, C, carries 0.09; number 6, C, carries -0.04; number 7, C, carries -0.51; number 8, N, carries -0.41

=====

Record 4
# C2H3N3O

C2H3N3O in the gas phase (wB97M-V/def2-TZVPD, the Open Molecules 2025 dataset).

```
9
C2H3N3O, DFT wB97M-V/def2-TZVPD
C 0.69 -0.03 -0.21
C -1.28 -0.86 0.06
H 2.69 0.53 0.00
H -2.22 -1.47 0.18
H 0.13 1.99 0.32
N 1.93 -0.32 0.02
N -0.14 -1.29 -0.16
N -0.24 0.95 -0.11
O -1.56 0.50 -0.11
```

Kohn-Sham gap in hartree: 0.3495
Structure (SMILES): [H]/N=c1/nco[nH]1
Calculated total energy in Ha: -317.383140

natural (NBO) atomic charge list, values in e, 8 entries: number 1, C, carries 0.48; number 2, C, carries 0.35; number 3, H, carries 0.34; number 4, H, carries 0.20; number 5, H, carries 0.44; number 6, N, carries -0.70; number 7, N, carries -0.43; number 8, N, carries -0.37

=====

Record 5
# CClNS

CClNS in the gas phase (wB97M-V/def2-TZVPD, the Open Molecules 2025 dataset).

```
4
CClNS, DFT wB97M-V/def2-TZVPD
C 0.52 0.22 0.38
N -0.50 -0.24 0.55
S 1.65 0.64 -0.47
Cl -1.67 -0.62 -0.46
```

Kohn-Sham gap in hartree: 0.3258
Structure (SMILES): S=C=NCl
Calculated total energy in Ha: -951.134288

Atomic charges from the natural (NBO) analysis, expressed in e, are listed below: number 1, C, carries 0.15; number 2, N, carries -0.51; number 3, S, carries 0.12; number 4, Cl, carries 0.24